C37H32AsClErOP | wB97M-V/def2-TZVPD

CARTESIAN COORDINATES (ANGSTROEM)
Er1 0.2085 1.2446 -0.2406
Cl1 -0.9229 1.6464 1.8856
C1 0.5681 -1.0747 -0.6964
O1 0.7073 -2.2016 -1.0009
P1 -2.0754 -0.0485 -1.3542
C2 -2.2617 1.3079 -2.5883
C3 -2.3768 -1.5318 -2.3385
C4 -3.5870 0.1105 -0.3163
C5 -3.4522 -2.4024 -2.0855
C6 -3.6058 -3.5554 -2.8582
C7 -2.7012 -3.8333 -3.8880
C8 -1.6316 -2.9654 -4.1487
C9 -1.4722 -1.8163 -3.3767
H1 -4.1707 -2.1903 -1.2930
H2 -4.4235 -4.2476 -2.6364
H3 -2.8040 -4.7483 -4.4717
H4 -0.9218 -3.1812 -4.9518
H5 -0.6495 -1.1335 -3.5888
C10 -1.5871 2.5300 -2.3498
C11 -1.6721 3.5411 -3.3080
C12 -2.4450 3.3823 -4.4604
C13 -3.1379 2.1872 -4.6847
C14 -3.0395 1.1499 -3.7504
H6 -1.0860 2.8091 -1.3797
H7 -1.1198 4.4649 -3.1198
H8 -2.4938 4.1925 -5.1877
H9 -3.7398 2.0630 -5.5888
H10 -3.5683 0.2115 -3.9464
C15 -4.7048 0.8769 -0.6846
C16 -5.8101 0.9471 0.1737
C17 -5.7979 0.2896 1.4082
C18 -4.6715 -0.4496 1.7852
C19 -3.5831 -0.5550 0.9257
H11 -4.7124 1.4260 -1.6300
H12 -6.6810 1.5403 -0.1086
H13 -6.6411 0.3705 2.0957
H14 -4.6299 -0.9529 2.7516
H15 -2.7162 -1.1443 1.2314
H16 -0.1685 4.8404 0.0105
H17 -0.5865 4.5755 0.5858
C20 6.0794 -2.8722 0.3130
C21 4.8286 -3.4460 0.5752
C22 3.7247 -2.6448 0.9023
C23 3.8608 -1.2477 0.9416
C24 5.1266 -0.6657 0.7698
C25 6.2210 -1.4838 0.4319
As1 2.2059 -0.2331 1.2020
C26 1.7710 -0.9948 2.9759
C27 0.4537 -1.4515 3.1236
C28 0.0431 -2.0695 4.3070
C29 0.9423 -2.2227 5.3706
C30 2.2447 -1.7246 5.2460
C31 2.6601 -1.0934 4.0578
C32 2.9058 1.6402 1.2731
C33 2.9690 2.4063 2.4442
C34 3.3392 3.7587 2.3603
C35 3.6562 4.3318 1.1207
C36 3.6345 3.5572 -0.0400
C37 3.2764 2.2003 0.0314
H18 6.9318 -3.5026 0.0281
H19 4.7071 -4.5277 0.5193
H20 2.7559 -3.1053 1.1128
H21 5.2543 0.4136 0.8921
H22 7.1979 -1.0342 0.2461
H23 -0.2771 -1.3012 2.3244
H24 -0.9869 -2.4221 4.4010
H25 0.6114 -2.7055 6.2931
H26 2.9287 -1.8127 6.0920
H27 3.6552 -0.6536 3.9914
H28 2.7549 1.9303 3.4038
H29 3.4180 4.3736 3.2610
H30 3.9670 5.3785 1.0655
H31 3.9261 3.9901 -1.0020
H32 3.3773 1.5586 -0.8554

Force components x, y, z for each atom (eV/Å):
-0.190 -0.237 0.890
0.477 -0.133 -0.873
0.330 -5.476 -2.471
-0.502 4.919 1.664
-2.009 0.940 -0.219
0.197 0.045 0.205
0.298 -0.619 -0.217
0.101 0.040 0.512
0.222 0.094 -0.032
0.209 0.036 -0.118
0.138 0.065 0.205
-0.146 0.095 0.059
-0.258 -0.333 0.081
0.257 -0.026 -0.189
0.293 0.304 -0.157
-0.028 0.281 0.124
-0.301 0.044 0.286
-0.097 -0.122 0.003
-0.374 -0.344 -0.475
0.277 0.355 0.295
0.119 -0.190 0.079
0.231 0.122 0.339
0.243 0.209 -0.075
-0.584 -0.129 -0.734
-0.322 -0.168 -0.218
0.004 -0.225 0.209
0.195 0.030 0.369
0.287 0.305 0.202
0.110 -0.151 0.143
0.116 -0.042 0.105
0.362 0.046 -0.140
-0.037 -0.096 -0.107
-0.070 0.283 -0.243
-0.057 -0.205 0.343
0.281 -0.177 0.023
0.207 -0.007 -0.293
-0.112 0.148 -0.262
-0.176 0.138 -0.067
-0.209 -0.174 0.307
0.255 0.084 -0.341
-0.427 0.301 0.116
-0.084 0.157 0.129
0.271 0.042 -0.353
0.301 -0.381 -0.441
-0.137 -0.236 -0.297
-0.139 0.011 0.119
2.285 0.173 2.344
-0.763 0.528 0.169
0.017 -0.075 0.126
0.160 -0.009 0.082
-0.050 0.203 -0.481
-0.102 0.197 -0.345
-0.170 -0.089 0.039
-0.219 -0.289 0.186
-0.028 0.222 -0.232
0.149 -0.227 -0.127
0.009 -0.162 0.059
0.001 -0.131 -0.092
-0.466 0.177 0.113
-0.438 0.360 0.171
0.006 0.285 0.048
0.302 0.039 -0.117
0.053 -0.382 -0.189
-0.315 -0.048 0.160
0.214 -0.124 0.202
0.369 0.104 -0.018
0.195 0.174 -0.315
-0.122 0.088 -0.347
-0.118 -0.295 -0.007
-0.069 0.298 -0.249
-0.102 -0.309 -0.275
-0.178 -0.375 0.039
-0.065 -0.156 0.393
-0.075 0.202 0.181

Calculated values
Orbital gap (alpha / beta)   6.633 / 6.718 eV
HOMO level (alpha / beta)   -13.898 / -13.910 eV
Spin multiplicity   4
Net charge   +2
F_max   6.017 eV/A

Want to see where the charge sits? The Mulliken charges in e are: 0.750 -0.336 0.401 -0.215 1.470 0.140 0.249 0.370 -0.337 -0.681 -0.532 -0.828 -0.077 0.394 0.427 0.406 0.427 0.369 -0.242 -0.772 -0.601 -0.727 -0.163 0.365 0.425 0.417 0.440 0.484 -0.281 -0.751 -0.588 -0.664 -0.240 0.392 0.413 0.408 0.442 0.291 0.008 0.033 -0.518 -0.606 -0.471 0.525 -0.243 -0.604 1.028 0.166 0.018 -0.621 -0.466 -0.700 -0.101 0.010 -0.741 -0.572 -0.607 -0.751 -0.059 0.395 0.398 0.376 0.372 0.407 -0.074 0.410 0.401 0.406 0.446 0.381 0.445 0.438 0.464 0.564

C24H19F3NO6P | wB97M-V/def2-TZVPD

CARTESIAN COORDINATES (ANGSTROEM)
C1 7.1977 -2.1202 2.6439
C2 5.8140 -1.5354 1.9872
O1 5.9721 -0.3171 1.1779
C3 5.1966 -0.3947 -0.0864
C4 3.7618 0.4201 -0.0109
C5 3.8093 2.0185 -0.4987
C6 2.4895 2.9916 -0.4907
C7 1.0817 2.3557 0.0601
C8 0.9855 0.7627 0.5603
C9 2.3300 -0.2304 0.5038
C10 2.2591 -1.8219 0.9441
P1 2.5400 -3.0182 -0.5678
O2 1.3859 -4.1395 -0.4998
O3 4.0512 -3.8816 -0.4881
O4 2.3118 -2.0596 -2.0035
C11 -0.4939 0.2774 1.0924
O5 -0.7351 -0.5795 2.0878
C12 -1.8453 0.9428 0.3703
C13 -3.2230 0.0300 0.2005
C14 -4.6057 0.6774 -0.4796
C15 -5.9708 -0.2633 -0.6398
C16 -5.8820 -1.8214 -0.0752
C17 -7.3220 -2.6284 -0.3495
C18 -8.4851 -1.7595 -1.0872
N1 -8.5188 -0.3387 -1.5373
C19 -7.2660 0.4417 -1.3246
C20 -4.4999 2.2537 -0.9382
C21 -3.1068 3.1656 -0.7845
C22 -3.1152 4.7624 -1.2761
F1 -3.0669 5.7137 -0.1298
F2 -1.9467 5.0900 -2.1447
F3 -4.3349 4.9567 -2.1272
C23 -1.7489 2.5090 -0.1181
C24 -0.3139 3.2767 0.0986
O6 -0.1930 4.6071 0.2936
H1 6.9013 -3.1400 3.1881
H2 8.0350 -2.4020 1.8753
H3 7.6280 -1.4226 3.4974
H4 5.2789 -2.4257 1.4483
H5 5.1126 -1.2347 2.9038
H6 5.8526 0.1945 -0.8911
H7 5.0996 -1.4914 -0.5132
H8 4.8276 2.4910 -0.9042
H9 2.5243 4.1034 -0.8551
H10 1.2336 -2.1503 1.4031
H11 3.0756 -2.0410 1.7871
H12 4.5114 -3.6507 -1.3707
H13 3.1550 -2.0028 -2.5486
H14 -3.1514 -1.0762 0.6001
H15 -4.9436 -2.3054 0.4276
H16 -7.4643 -3.7631 -0.0303
H17 -9.4878 -2.3748 -1.3032
H18 -7.2510 1.5782 -1.6885
H19 -5.4497 2.7700 -1.3887

Force components x, y, z for each atom (eV/Å):
-0.254 -0.481 0.606
-0.330 -0.599 2.011
-1.359 -2.279 -1.488
0.208 1.327 -0.892
-2.927 2.396 -0.063
-3.288 -1.101 0.926
-0.405 -4.363 1.630
1.917 -2.006 -0.239
2.346 1.358 -1.134
0.252 3.292 -0.635
0.840 1.027 0.456
-4.965 -4.268 0.042
4.543 4.573 -0.264
-1.282 3.186 -2.619
2.815 -1.727 1.748
-1.666 -2.600 3.172
1.949 4.751 -5.991
-2.022 1.355 -1.368
0.562 3.759 -0.887
3.126 1.367 0.716
-0.061 -0.274 0.177
-5.219 2.003 -2.721
1.574 4.428 -0.950
1.723 0.096 0.703
4.863 -2.194 2.383
0.086 -4.241 1.281
2.766 -1.275 1.306
0.013 -2.835 1.263
0.438 0.240 -0.568
-0.546 -3.087 -4.181
-3.937 -0.990 2.852
3.847 -0.094 2.949
-2.725 -2.085 -0.312
1.069 4.843 0.629
-0.984 -8.443 -1.390
0.531 2.204 -1.184
-1.694 0.798 1.328
-0.876 -1.295 -2.020
1.094 1.831 0.541
1.416 -0.695 -1.844
-1.495 -1.186 1.803
0.010 2.109 1.254
-2.465 -1.318 1.065
-0.083 -2.469 0.849
1.836 0.832 -1.209
-1.673 0.534 -2.012
-0.638 -0.827 1.976
-1.503 0.071 0.858
-0.194 2.612 -0.956
-2.094 1.171 -1.145
0.228 2.822 -0.848
2.431 1.736 0.497
-0.074 -2.981 0.945
2.275 -1.009 0.952

Calculated values
Orbital gap   6.618 eV
HOMO level   -8.776 eV
SMILES   CCOCc1ccc2c(c1CP(=O)(O)O)C(=O)c1cc(-c3cccnc3)cc(C(F)(F)F)c1C2=O
F_max   8.613 eV/A
ΔE to the lowest compared entry with this formula, charge and spin   677.17 kcal/mol

Want to see where the charge sits? The Mulliken charges in e are: -1.054 0.035 -0.343 -0.467 0.685 -0.651 -0.691 0.146 -0.005 0.421 -0.491 0.880 -0.678 -0.534 -0.505 0.170 -0.548 0.028 -0.737 1.075 0.453 -0.248 -0.395 -0.110 -0.445 -0.152 -0.621 -0.240 0.811 -0.220 -0.235 -0.269 0.312 0.389 -0.513 0.308 0.279 0.270 0.116 0.214 0.353 0.129 0.218 0.354 0.378 0.236 0.350 0.346 0.093 0.233 0.279 0.275 0.193 0.122

C2H3N3 | wB97M-V/def2-TZVPD

CARTESIAN COORDINATES (ANGSTROEM)
C1 -1.1084 -0.1105 0.0065
C2 0.7574 0.7868 0.0017
H1 -2.1798 -0.2338 0.0146
H2 1.5801 1.4766 0.0486
H3 1.7642 -1.0914 -0.0359
N1 -0.5169 1.0915 -0.0131
N2 0.9288 -0.5407 0.0013
N3 -0.2774 -1.1522 0.0008

Force components x, y, z for each atom (eV/Å):
0.055 -1.230 -0.170
0.553 0.184 -0.013
0.054 -0.102 -0.016
0.074 0.114 -0.119
0.168 -0.006 0.055
0.231 0.526 0.230
-0.724 -0.016 -0.001
-0.412 0.530 0.033

Calculated values
Orbital gap   11.055 eV
HOMO level   -10.123 eV
SMILES   c1nc[nH]n1
F_max   1.243 eV/A
ΔE to the lowest compared entry with this formula, charge and spin   0.54 kcal/mol

Want to see where the charge sits? The Mulliken charges in e are: -0.061 -0.009 0.396 0.384 0.210 -0.505 0.206 -0.621

C3H9N4 | wB97M-V/def2-TZVPD

CARTESIAN COORDINATES (ANGSTROEM)
C1 -0.0851 -0.0363 -0.7026
C2 0.6554 0.4957 0.4893
C3 0.5151 -0.7559 -1.9315
N1 2.5893 0.8884 1.5739
N2 1.9628 0.0530 0.9331
N3 -0.2445 -0.6366 0.5726
N4 -1.5243 -0.3914 1.2122
H1 -0.9584 0.5931 -1.0417
H2 0.3223 1.3972 1.0817
H3 0.1137 -0.3631 -2.8116
H4 0.3668 -1.8585 -1.8332
H5 1.6270 -0.3964 -1.7866
H6 3.4553 0.3361 1.9171
H7 -1.4276 0.5183 1.6758
H8 -1.7402 -1.1665 1.7946
H9 -2.1955 -0.2567 0.4434

Force components x, y, z for each atom (eV/Å):
-1.010 1.284 -2.078
-0.294 1.143 1.686
2.776 0.005 3.490
1.175 -1.056 0.756
-0.025 -0.540 -0.903
-0.242 -2.029 0.613
0.899 1.925 -1.995
0.893 -0.195 0.699
0.211 -0.458 -1.140
-0.581 0.503 -1.324
0.451 0.937 -0.236
-1.843 -1.466 -1.088
-1.127 1.324 -0.578
-0.515 -0.281 0.669
-0.422 -0.765 0.933
-0.345 -0.331 0.497

Calculated values
Orbital gap   9.549 eV
HOMO level   -13.339 eV
Net charge   +1
SMILES   [H]/N=N/[C@H]1[C@@H](C)N1[NH3+]
F_max   4.460 eV/A
ΔE to the lowest compared entry with this formula, charge and spin   126.14 kcal/mol

Want to see where the charge sits? The Mulliken charges in e are: 0.351 -0.277 -1.166 -0.568 -0.046 -0.307 -0.154 0.399 0.454 0.383 0.291 0.281 0.310 0.343 0.344 0.363

Number 1: calculated total energy -151192.409 eV. Number 2: calculated total energy -56385.482 eV. Number 3: calculated total energy -6592.552 eV. Number 4: calculated total energy -9206.152 eV.